{
  "formula": "C5H11NO2",
  "method": "wB97M-V/def2-TZVPD",
  "lumo_ev": 0.838,
  "smiles": "O=CCNCCCO",
  "de_lowest_kcal_mol": 76.9,
  "charge": 0,
  "elements": ["O", "C", "C", "N", "C", "C", "C", "O", "H", "H", "H", "H", "H", "H", "H", "H", "H", "H", "H"],
  "positions_angstrom": [[3.700, -1.418, -0.043], [2.545, -1.256, -0.222], [1.689, -0.289, 0.534], [0.202, -0.625, 0.271], [-0.734, 0.209, 1.067], [-1.272, 1.390, 0.204], [-1.961, 0.975, -1.112], [-3.361, 0.725, -0.608], [1.968, -1.661, -1.119], [1.841, 0.816, 0.257], [2.082, -0.570, 1.564], [0.038, -1.627, 0.439], [-0.248, 0.800, 1.980], [-1.653, -0.388, 1.410], [-1.938, 2.115, 0.616], [-0.357, 2.074, -0.032], [-1.787, 1.795, -1.783], [-1.813, -0.130, -1.450], [-3.860, 0.517, -1.401]],
  "forces_ev_per_a": [[1.5, -0.6, 0.5], [-2.0, 1.3, -2.7], [-1.5, -0.2, 1.0], [1.5, 0.5, 1.2], [-0.9, 1.5, 1.2], [2.9, -0.1, -2.0], [-1.2, -3.1, 2.6], [0.7, 1.3, -1.0], [0.6, -0.4, 0.6], [0.1, -1.8, 0.5], [-1.0, 1.2, -0.4], [0.2, 0.8, 0.1], [-0.8, -1.9, -1.5], [1.6, 0.6, -0.3], [-0.7, 0.0, 1.1], [-1.2, -1.3, 0.1], [-0.7, 0.0, -0.9], [1.2, 2.4, 0.0], [-0.4, -0.1, 0.0]]
}